(1)
This record from the Open Molecules 2025 dataset describes C13H26N4O7PZn as an isolated structure. The level of theory is wB97M-V/def2-TZVPD.

Element x y z (Å)
Zn  -0.21684  -0.12631  -0.31826
P  1.47645  0.13167  -2.02076
O  2.49044  1.29534  -1.67443
O  0.57943  -0.71848  1.39999
O  -2.62457  -2.69929  -1.71816
O  0.90222  0.58667  -3.42909
O  2.33626  -1.14298  -2.43040
O  -0.60230  -2.27812  -1.04735
O  -2.09634  -0.73167  -0.97708
N  -0.85755  3.95472  0.33242
N  -1.81676  -1.95035  -1.26662
N  0.39795  -2.95999  1.56274
N  -0.82466  1.78785  0.02627
C  0.80715  -1.78866  2.02142
C  -0.38782  5.31692  0.56407
C  2.95170  -2.42967  3.20025
C  -0.08881  -0.23643  -4.08340
C  2.76452  -2.06681  -1.41198
C  -2.16620  3.55221  0.19799
C  3.49099  1.73852  -2.62604
C  -2.13750  2.20915  0.00418
C  2.89016  -3.94659  3.34512
C  1.58857  -1.72820  3.30063
C  -0.08777  2.86498  0.22295
C  2.08675  -4.66764  2.26838
C  0.62134  -4.25491  2.21069
H  0.98833  2.88522  0.28454
H  3.01959  2.37690  -3.36870
H  -1.24433  5.98382  0.54180
H  3.26273  -1.54229  -0.59517
H  0.30804  5.60968  -0.21849
H  3.58882  -2.02645  3.98784
H  -0.08530  -2.94365  0.66852
H  0.18878  -4.23612  3.21424
H  -2.98322  4.24935  0.24852
H  2.53634  -4.50831  1.28294
H  3.95689  0.88221  -3.10979
H  -0.27792  0.22321  -5.04740
H  0.04495  -4.97531  1.63401
H  3.42959  -2.15701  2.25327
H  1.90780  -2.62749  -1.04008
H  0.09379  5.38941  1.53632
H  3.90760  -4.34081  3.35779
H  0.28798  -1.24803  -4.22262
H  2.12501  -5.74181  2.45729
H  2.45938  -4.18641  4.32326
H  1.71090  -0.67292  3.53260
H  4.22972  2.29413  -2.05817
H  -2.95060  1.52244  -0.15213
H  0.99762  -2.17836  4.10409
H  3.46969  -2.74150  -1.88690
H  -1.00849  -0.24820  -3.49634

spin multiplicity = 1
molar mass = 446.74 g mol⁻¹
electronic energy = -3377.19327 hartree
Kohn-Sham gap = 10.44 eV
charge = +1

(2)
This record from the Open Molecules 2025 dataset describes a 2-piece molecular cluster, C13H26NO5P overall in a non-equilibrium geometry. The level of theory is wB97M-V/def2-TZVPD.

Element x y z (Å)
P  -3.40757  -0.37577  -0.96693
O  -2.59598  0.70216  0.08423
O  -4.05115  -1.12164  0.37469
O  -4.21742  -1.21188  -1.96270
O  2.64535  -0.05510  -2.29220
O  -2.00404  -1.24969  -1.04525
N  4.26750  -1.08522  -0.73877
C  -1.16515  -1.09110  -2.18180
C  -5.33002  -3.15172  0.20563
C  -3.12553  1.09062  1.34912
C  5.53186  -0.63549  -0.10141
C  4.19654  1.34184  -0.84954
C  3.16934  2.30515  -0.09631
C  5.59882  0.98311  -0.16384
C  -2.46808  0.27373  2.44742
C  1.97015  1.65372  2.11956
C  -0.43061  0.23384  -2.14245
C  3.53333  -0.01675  -1.43420
C  -5.37543  -1.64459  0.36789
C  3.15678  2.15803  1.48504
H  6.52076  1.29510  -0.74318
H  -2.60163  -0.79794  2.29730
H  -0.44190  -1.91000  -2.16491
H  3.61913  -1.28815  0.03920
H  -4.80453  -3.60636  1.04981
H  6.43346  -0.98026  -0.72643
H  0.08495  0.36348  -1.18821
H  3.99452  2.45756  2.19111
H  -4.78420  -3.44249  -0.69402
H  -6.33762  -3.57034  0.15387
H  1.97689  0.83987  2.90641
H  5.66804  -1.12580  0.91596
H  -1.38846  0.44837  2.45816
H  4.40139  1.90796  -1.83293
H  -2.87815  2.14579  1.49550
H  -1.75386  -1.18723  -3.10088
H  5.70818  1.40956  0.89652
H  0.97100  2.13651  1.86228
H  3.33574  3.41258  -0.33740
H  -1.13008  1.06931  -2.24810
H  2.11807  2.03667  -0.45884
H  -2.87482  0.54122  3.42517
H  -5.83294  -1.39620  1.32997
H  0.29992  0.29562  -2.95083
H  -5.98888  -1.17271  -0.40353
H  -4.21365  1.01465  1.36983

spin multiplicity = 1
energy relative to the best compared isomer or geometry (same formula, charge and spin) = 89.5 kcal per mole
molar mass = 307.33 g mol⁻¹
electronic energy = -1283.09053 hartree
Kohn-Sham gap = 7.49 eV
charge = 0

(3)
This record from the Open Molecules 2025 dataset describes a 3-piece molecular cluster, C13H27BN5O5 overall in a non-equilibrium geometry. The level of theory is wB97M-V/def2-TZVPD.

Element x y z (Å)
O  -3.32938  0.75515  -1.72477
O  -0.74921  -3.98317  -5.78101
O  0.03288  2.12859  5.04441
O  -4.32922  -0.66100  -0.04369
O  1.59028  -2.57584  -1.52096
N  0.66221  1.15404  0.21993
N  -1.41085  1.26884  0.89197
N  -0.37656  4.34924  5.38359
N  1.72190  -1.63295  0.54652
N  1.20093  -5.04975  -5.26440
C  -0.00739  3.11027  5.77027
C  1.60502  -1.54023  -0.89298
C  1.70515  1.10037  -0.84195
C  1.51634  -0.20439  -1.69432
C  -0.62045  1.26626  -0.22483
C  -0.60747  1.15734  2.02341
C  0.03325  -4.90282  -5.93370
C  -0.76293  4.56865  4.00287
C  1.57306  -4.04773  -4.28356
C  -2.88431  1.36679  0.82211
C  0.77101  1.10832  1.60987
C  -0.39898  5.46946  6.30709
C  2.08705  -6.17321  -5.49690
B  -3.53146  0.46307  -0.37121
H  -3.24022  2.42809  0.80522
H  -3.75988  -1.45147  0.01755
H  -0.08631  5.15723  7.30254
H  0.80345  -3.99663  -3.51313
H  2.53014  -4.29576  -3.82793
H  -3.43518  -0.09877  -2.19241
H  0.53948  -0.21492  -2.25229
H  0.79504  -1.66418  0.99128
H  1.67788  -6.83881  -6.25613
H  0.26557  3.05348  6.83505
H  -0.89891  1.10704  3.09268
H  0.07016  4.30231  3.34826
H  -1.41331  5.86985  6.36072
H  2.10003  -2.57504  0.71237
H  3.05772  -5.80184  -5.83342
H  1.71217  1.02069  2.17930
H  -1.61500  3.92886  3.76068
H  1.64112  -3.07405  -4.77397
H  -1.03264  5.61129  3.84538
H  2.32505  -0.21440  -2.47690
H  -3.29385  0.92404  1.77287
H  2.21398  -6.72958  -4.56534
H  2.70854  1.19739  -0.36330
H  1.58295  1.99865  -1.50778
H  -0.86073  1.33061  -1.30103
H  -0.15771  -5.71451  -6.65467
H  0.27957  6.24515  5.94663

spin multiplicity = 1
molar mass = 344.20 g mol⁻¹
electronic energy = -1186.24342 hartree
Kohn-Sham gap = 7.83 eV
charge = +1

(4)
This record from the Open Molecules 2025 dataset describes C13H27BeF6O9 as an isolated structure in a non-equilibrium geometry. The level of theory is wB97M-V/def2-TZVPD.

Element x y z (Å)
F  3.16891  1.60745  -2.68273
F  3.59413  0.56705  -4.42292
F  4.75580  0.27295  -2.66736
F  -2.45310  0.40027  4.45762
F  -1.41757  1.94220  3.45096
F  -0.38752  0.37461  4.61947
O  0.95449  3.28601  2.32831
O  1.11970  -0.76094  -3.10558
O  -2.00166  0.16581  1.51261
O  2.28197  -0.63862  -1.17529
O  -1.68784  0.76701  -2.67167
O  0.56569  1.61419  0.03979
O  0.47440  -2.91067  -0.63723
O  -1.92637  -2.19190  -1.75121
O  -0.15289  -0.87263  1.84931
C  3.44050  -0.80400  -0.36493
C  1.11294  2.88793  -0.10780
C  -1.92310  -3.27137  -0.88255
C  -2.28573  1.83727  -2.11815
C  1.79277  3.39379  1.15427
C  -1.34996  0.58974  3.74983
C  3.23290  -0.58928  1.12834
C  -0.53792  -3.90785  -0.82612
C  -3.38123  0.26473  1.65954
C  2.44402  -0.61160  -2.55527
C  -1.23176  -0.37604  2.50919
C  3.53117  0.41289  -3.06760
C  -4.17083  -0.31359  0.49152
Be  -0.24118  -0.46110  -0.88073
H  1.31001  3.91419  2.96123
H  -2.39259  -2.91179  0.03308
H  -2.57402  -4.08969  -1.19037
H  -1.85268  2.75803  -2.50903
H  0.39885  1.56707  0.98401
H  -2.07062  -2.51055  -2.64522
H  2.35907  0.04632  1.27159
H  -3.87240  -0.05140  -0.52352
H  -2.11194  1.86468  -1.04245
H  0.98278  -3.29341  0.08156
H  -1.76982  -1.24432  2.88954
H  -3.58491  1.33105  1.75737
H  -0.27622  -4.78953  -0.24110
H  1.77039  2.71711  -0.96026
H  -4.13029  -1.39875  0.39720
H  4.11975  0.02986  -0.54209
H  4.02271  -1.66110  -0.70332
H  2.79597  -1.62926  -2.72439
H  3.22549  -1.55271  1.63811
H  4.14991  -0.10489  1.46385
H  -5.19163  0.06230  0.56060
H  2.67327  2.80163  1.40363
H  0.30467  3.51141  -0.48999
H  -3.29399  2.11613  -2.42433
H  -0.41003  -4.35169  -1.81342
H  1.99491  4.42042  0.84889
H  -3.89725  -0.22529  2.48519

spin multiplicity = 2
molar mass = 450.35 g mol⁻¹
electronic energy = -1802.30440 hartree
Kohn-Sham gap (alpha / beta) = 2.54 / 4.60 eV
charge = -2

Q: What is the formula in the second record?
A: C13H26NO5P

Q: Which value of spin multiplicity does entry 2 give?
A: 1

What did the first record say?
This record from the Open Molecules 2025 dataset describes C13H26N4O7PZn as an isolated structure. The level of theory is wB97M-V/def2-TZVPD.

Element x y z (Å)
Zn  -0.21684  -0.12631  -0.31826
P  1.47645  0.13167  -2.02076
O  2.49044  1.29534  -1.67443
O  0.57943  -0.71848  1.39999
O  -2.62457  -2.69929  -1.71816
O  0.90222  0.58667  -3.42909
O  2.33626  -1.14298  -2.43040
O  -0.60230  -2.27812  -1.04735
O  -2.09634  -0.73167  -0.97708
N  -0.85755  3.95472  0.33242
N  -1.81676  -1.95035  -1.26662
N  0.39795  -2.95999  1.56274
N  -0.82466  1.78785  0.02627
C  0.80715  -1.78866  2.02142
C  -0.38782  5.31692  0.56407
C  2.95170  -2.42967  3.20025
C  -0.08881  -0.23643  -4.08340
C  2.76452  -2.06681  -1.41198
C  -2.16620  3.55221  0.19799
C  3.49099  1.73852  -2.62604
C  -2.13750  2.20915  0.00418
C  2.89016  -3.94659  3.34512
C  1.58857  -1.72820  3.30063
C  -0.08777  2.86498  0.22295
C  2.08675  -4.66764  2.26838
C  0.62134  -4.25491  2.21069
H  0.98833  2.88522  0.28454
H  3.01959  2.37690  -3.36870
H  -1.24433  5.98382  0.54180
H  3.26273  -1.54229  -0.59517
H  0.30804  5.60968  -0.21849
H  3.58882  -2.02645  3.98784
H  -0.08530  -2.94365  0.66852
H  0.18878  -4.23612  3.21424
H  -2.98322  4.24935  0.24852
H  2.53634  -4.50831  1.28294
H  3.95689  0.88221  -3.10979
H  -0.27792  0.22321  -5.04740
H  0.04495  -4.97531  1.63401
H  3.42959  -2.15701  2.25327
H  1.90780  -2.62749  -1.04008
H  0.09379  5.38941  1.53632
H  3.90760  -4.34081  3.35779
H  0.28798  -1.24803  -4.22262
H  2.12501  -5.74181  2.45729
H  2.45938  -4.18641  4.32326
H  1.71090  -0.67292  3.53260
H  4.22972  2.29413  -2.05817
H  -2.95060  1.52244  -0.15213
H  0.99762  -2.17836  4.10409
H  3.46969  -2.74150  -1.88690
H  -1.00849  -0.24820  -3.49634

spin multiplicity = 1
molar mass = 446.74 g mol⁻¹
electronic energy = -3377.19327 hartree
Kohn-Sham gap = 10.44 eV
charge = +1

Q: Look up the electronic energy of the fourth one.
A: -1802.30440 hartree